{"formula": "C36H68Cl6GeN3O4PSSi6Tc", "method": "wB97M-V/def2-TZVPD", "total_charge": -2, "mol_weight_g_mol": 1221.84, "s_squared": 0.753, "de_lowest_kcal_mol": 0.0, "e_tot_ha": -9273.6876, "spin_multiplicity": 2, "e_lumo_ha": [0.1402, 0.1292], "gap_ha": [0.1915, 0.1805], "symbols": ["Tc", "C", "C", "C", "C", "C", "C", "C", "S", "O", "O", "O", "H", "H", "H", "H", "H", "H", "H", "C", "Ge", "C", "C", "C", "H", "H", "H", "H", "H", "H", "H", "H", "H", "H", "C", "Si", "C", "C", "Si", "Si", "C", "C", "C", "Si", "C", "C", "C", "H", "H", "H", "H", "H", "H", "H", "H", "H", "H", "H", "H", "H", "H", "H", "H", "H", "H", "H", "H", "H", "H", "H", "H", "H", "H", "H", "Cl", "Si", "Cl", "Cl", "C", "N", "C", "N", "C", "N", "C", "P", "C", "C", "H", "H", "H", "H", "H", "H", "H", "H", "H", "H", "H", "H", "C", "C", "C", "C", "C", "C", "C", "O", "C", "C", "C", "H", "H", "H", "H", "H", "H", "H", "H", "H", "H", "H", "H", "Cl", "Si", "Cl", "Cl"], "positions_angstrom": [[1.88, -0.19, -0.88], [3.58, 1.75, 6.39], [2.76, 1.85, 5.13], [2.33, 3.08, 4.64], [1.60, 3.17, 3.47], [1.27, 2.02, 2.78], [1.68, 0.78, 3.25], [2.42, 0.70, 4.42], [0.37, 2.13, 1.25], [-1.02, 2.39, 1.62], [0.53, 0.79, 0.66], [0.97, 3.21, 0.50], [3.93, 2.74, 6.71], [4.45, 1.12, 6.24], [3.00, 1.33, 7.21], [2.61, 3.99, 5.18], [1.30, 4.14, 3.07], [1.47, -0.10, 2.67], [2.78, -0.26, 4.76], [4.67, -3.61, -1.28], [3.09, -3.42, -2.42], [1.85, -4.83, -1.79], [3.68, -4.04, -4.21], [2.43, -1.60, -2.61], [5.02, -4.65, -1.35], [4.48, -3.38, -0.23], [5.47, -2.95, -1.61], [2.47, -5.67, -1.45], [1.21, -5.17, -2.60], [1.21, -4.52, -0.96], [4.00, -5.08, -4.19], [4.51, -3.42, -4.55], [2.86, -3.94, -4.93], [3.15, -1.18, -3.32], [-4.02, -0.62, -2.92], [-4.72, -0.25, -1.21], [-5.08, -1.95, -0.44], [-6.42, 0.54, -1.45], [-3.31, 1.15, 0.05], [-3.53, 3.26, -0.94], [-3.60, 3.07, -2.82], [-2.16, 4.48, -0.56], [-5.17, 4.06, -0.43], [-3.71, 1.13, 2.36], [-2.50, 0.04, 3.30], [-5.46, 0.47, 2.70], [-3.67, 2.85, 3.12], [-4.82, -1.01, -3.56], [-3.23, -1.37, -2.85], [-3.59, 0.26, -3.40], [-5.96, -2.36, -0.96], [-5.31, -1.91, 0.62], [-4.25, -2.63, -0.60], [-7.06, -0.13, -2.02], [-6.36, 1.50, -1.98], [-6.90, 0.73, -0.49], [-2.69, 2.59, -3.19], [-3.65, 4.07, -3.27], [-4.46, 2.49, -3.17], [-1.19, 4.01, -0.41], [-2.38, 5.04, 0.35], [-2.09, 5.19, -1.39], [-6.02, 3.42, -0.63], [-5.30, 5.00, -0.97], [-5.16, 4.29, 0.64], [-2.85, -1.00, 3.36], [-2.39, 0.42, 4.31], [-1.52, 0.05, 2.83], [-5.59, -0.56, 2.36], [-6.22, 1.09, 2.22], [-5.63, 0.49, 3.78], [-2.64, 3.18, 3.24], [-4.16, 2.81, 4.10], [-4.19, 3.59, 2.51], [4.48, 1.55, 1.42], [3.90, -0.13, 0.19], [5.77, -0.19, -0.96], [4.49, -1.60, 1.76], [4.57, 3.67, -3.52], [3.84, 4.18, -2.36], [2.58, 4.76, -2.81], [1.76, 3.88, -3.63], [2.57, 3.38, -4.74], [3.82, 2.73, -4.34], [3.54, 1.48, -3.60], [2.56, 1.71, -2.04], [3.60, 3.10, -1.38], [1.24, 2.76, -2.82], [5.48, 3.19, -3.17], [4.84, 4.53, -4.15], [2.82, 5.65, -3.41], [2.01, 5.07, -1.94], [2.83, 4.23, -5.38], [1.97, 2.67, -5.32], [4.48, 0.99, -3.34], [2.99, 0.81, -4.26], [4.56, 2.68, -1.08], [3.13, 3.51, -0.49], [0.58, 3.15, -2.04], [0.64, 2.12, -3.47], [-2.09, -6.39, 3.62], [-1.20, -5.43, 2.88], [0.18, -5.59, 2.88], [1.01, -4.70, 2.21], [2.50, -4.93, 2.21], [0.43, -3.61, 1.53], [1.35, -2.69, 0.83], [0.95, -1.84, 0.05], [-0.96, -3.42, 1.52], [-1.64, -2.27, 0.83], [-1.75, -4.34, 2.21], [-1.52, -7.25, 3.99], [-2.89, -6.76, 2.97], [-2.56, -5.90, 4.48], [0.62, -6.43, 3.40], [2.73, -5.84, 2.76], [3.05, -4.10, 2.66], [2.89, -5.05, 1.19], [2.42, -2.76, 1.02], [-1.14, -1.32, 1.00], [-2.67, -2.20, 1.18], [-1.64, -2.42, -0.25], [-2.83, -4.20, 2.21], [-0.46, -3.07, -3.52], [0.82, -1.41, -3.33], [0.73, -0.52, -5.23], [-0.43, -0.16, -2.18]]}

{"formula": "C23H61NO15", "method": "wB97M-V/def2-TZVPD", "mol_weight_g_mol": 591.73, "smiles": "CC1(C)CCCC(C)(C)N1O.OCCO.OCCO.OCCO.OCCO.OCCO.OCCO.OCCO", "de_lowest_kcal_mol": 98.2, "e_tot_ha": -2095.9816, "e_lumo_ha": 0.0070, "gap_ha": 0.3105, "symbols": ["C", "C", "C", "C", "C", "C", "C", "C", "C", "N", "O", "H", "H", "H", "H", "H", "H", "H", "H", "H", "H", "H", "H", "H", "H", "H", "H", "H", "H", "H", "O", "C", "C", "O", "H", "H", "H", "H", "H", "H", "O", "C", "C", "O", "H", "H", "H", "H", "H", "H", "O", "C", "C", "O", "H", "H", "H", "H", "H", "H", "O", "C", "C", "O", "H", "H", "H", "H", "H", "H", "O", "C", "C", "O", "H", "H", "H", "H", "H", "H", "O", "C", "C", "O", "H", "H", "H", "H", "H", "H", "O", "C", "C", "O", "H", "H", "H", "H", "H", "H"], "positions_angstrom": [[-3.51, 4.85, -0.23], [-3.24, 4.10, 1.12], [-1.91, 4.68, 1.71], [-4.34, 4.24, 2.13], [-5.58, 3.35, 1.82], [-5.21, 1.94, 1.73], [-4.17, 1.71, 0.61], [-3.59, 0.29, 0.89], [-4.82, 1.87, -0.82], [-3.02, 2.60, 0.83], [-1.94, 2.39, -0.03], [-4.57, 4.79, -0.45], [-3.25, 5.91, -0.19], [-2.79, 4.50, -0.97], [-1.03, 4.98, 1.15], [-2.31, 5.41, 2.41], [-1.47, 3.92, 2.36], [-3.98, 3.97, 3.13], [-4.72, 5.25, 2.03], [-6.48, 3.48, 2.43], [-6.05, 3.67, 0.88], [-5.99, 1.18, 1.75], [-4.69, 1.79, 2.68], [-2.82, -0.11, 0.24], [-4.39, -0.46, 0.84], [-3.24, 0.25, 1.92], [-5.23, 2.86, -1.03], [-5.67, 1.20, -0.95], [-4.00, 1.54, -1.45], [-1.35, 1.90, 0.55], [-1.22, -0.97, -5.79], [-1.51, 0.35, -5.36], [-2.35, 0.21, -4.09], [-1.77, -0.36, -2.94], [-0.60, -1.41, -5.19], [-0.60, 0.96, -5.41], [-2.20, 0.72, -6.12], [-3.05, -0.61, -4.26], [-2.80, 1.20, -3.97], [-2.50, -0.85, -2.54], [-0.20, -1.41, 0.67], [0.59, -0.44, -0.01], [2.05, -0.97, -0.16], [2.53, -1.91, 0.80], [0.37, -1.80, 1.34], [0.30, -0.18, -1.03], [0.64, 0.41, 0.67], [2.78, -0.16, -0.17], [2.13, -1.37, -1.17], [3.46, -1.70, 0.66], [-0.43, 4.40, -1.36], [0.16, 4.41, -2.58], [0.73, 3.01, -3.06], [0.81, 3.02, -4.47], [-1.14, 3.77, -1.53], [-0.67, 4.59, -3.26], [0.92, 5.19, -2.63], [0.11, 2.20, -2.68], [1.71, 2.77, -2.65], [1.29, 2.19, -4.57], [4.17, -0.12, 3.75], [3.36, 0.70, 2.93], [4.29, 1.82, 2.35], [5.24, 1.16, 1.43], [4.51, -0.85, 3.23], [2.65, 0.25, 2.24], [2.77, 1.27, 3.65], [4.90, 2.40, 3.04], [3.68, 2.47, 1.72], [6.05, 0.97, 1.90], [3.17, -6.53, 0.89], [2.17, -5.63, 0.47], [1.35, -5.00, 1.70], [0.70, -6.01, 2.45], [3.79, -6.83, 0.23], [2.65, -4.89, -0.17], [1.38, -6.01, -0.18], [0.62, -4.42, 1.14], [1.92, -4.36, 2.37], [1.29, -6.57, 2.96], [5.57, -2.36, 2.14], [5.98, -3.36, 3.05], [5.48, -3.12, 4.48], [5.33, -4.30, 5.19], [6.32, -1.77, 2.19], [5.37, -4.22, 2.79], [7.04, -3.60, 3.06], [4.51, -2.63, 4.38], [6.28, -2.56, 4.96], [5.61, -4.07, 6.08], [-0.89, -4.01, -1.48], [-0.05, -4.26, -2.73], [-0.30, -3.31, -3.95], [0.21, -1.99, -3.81], [-0.51, -3.30, -0.96], [1.02, -4.29, -2.53], [-0.31, -5.25, -3.10], [-1.36, -3.35, -4.20], [0.20, -3.68, -4.84], [-0.29, -1.69, -3.04]]}

{"formula": "C6H9NO3P", "method": "wB97M-V/def2-TZVPD", "total_charge": -1, "mol_weight_g_mol": 174.12, "smiles": "Cc1ccc(P([O-])NCO)o1", "de_lowest_kcal_mol": 91.8, "e_tot_ha": -855.8594, "e_lumo_ha": 0.1249, "gap_ha": 0.2335, "symbols": ["C", "C", "C", "C", "C", "P", "O", "N", "C", "O", "O", "H", "H", "H", "H", "H", "H", "H", "H", "H"], "positions_angstrom": [[1.10, -0.55, -3.22], [1.20, -0.02, -1.83], [2.38, 0.47, -1.28], [2.02, 0.78, 0.05], [0.72, 0.41, 0.33], [-0.28, 0.79, 1.92], [0.43, 0.19, 3.03], [-1.41, -0.45, 1.44], [-2.52, -0.61, 2.37], [-3.47, 0.39, 2.35], [0.17, -0.09, -0.89], [1.27, -1.62, -3.21], [0.22, -0.33, -3.72], [1.92, -0.04, -3.84], [3.19, 0.58, -2.02], [2.67, 1.30, 0.67], [-1.73, -0.27, 0.49], [-1.95, -0.60, 3.27], [-3.09, -1.44, 1.95], [-2.85, 1.11, 2.13]]}

{"formula": "C58H47N2O23S2", "method": "wB97M-V/def2-TZVPD", "total_charge": -1, "mol_weight_g_mol": 1204.14, "e_tot_ha": -4874.5081, "e_lumo_ha": -0.0232, "gap_ha": 0.1789, "symbols": ["C", "C", "O", "C", "S", "O", "O", "N", "S", "O", "O", "C", "N", "H", "H", "H", "H", "H", "H", "H", "H", "H", "H", "H", "C", "C", "C", "O", "C", "C", "C", "O", "H", "H", "H", "H", "C", "C", "C", "O", "C", "C", "C", "O", "H", "H", "H", "H", "C", "C", "C", "O", "C", "C", "C", "O", "H", "H", "H", "H", "C", "C", "C", "O", "C", "C", "C", "O", "H", "H", "H", "H", "C", "C", "C", "O", "C", "C", "C", "O", "H", "H", "H", "H", "C", "C", "C", "O", "C", "C", "C", "O", "H", "H", "H", "H", "C", "C", "C", "O", "C", "C", "C", "O", "H", "H", "H", "H", "C", "C", "C", "O", "C", "C", "C", "O", "H", "H", "H", "H", "C", "C", "C", "O", "C", "C", "C", "O", "H", "H", "H", "H"], "positions_angstrom": [[0.00, -3.77, -2.68], [0.43, -2.32, -2.61], [-0.24, -1.62, -3.66], [-0.45, -0.26, -3.43], [-1.84, 0.07, -2.32], [-1.30, -0.11, -0.98], [-2.27, 1.43, -2.64], [-2.97, -1.01, -2.53], [-3.47, -1.48, -3.96], [-3.18, -0.53, -5.02], [-3.15, -2.86, -4.23], [-5.25, -1.41, -3.72], [-5.65, -2.04, -2.47], [-1.06, -3.81, -2.97], [0.59, -4.33, -3.41], [0.13, -4.26, -1.71], [0.19, -1.89, -1.64], [1.51, -2.22, -2.79], [0.40, 0.22, -2.93], [-0.65, 0.24, -4.37], [-5.50, -0.35, -3.79], [-5.67, -1.95, -4.57], [-6.50, -2.56, -2.59], [-5.81, -1.35, -1.75], [2.53, -1.67, -5.40], [2.89, -0.78, -6.32], [4.30, -0.59, -6.72], [4.63, 0.22, -7.55], [5.32, -1.44, -6.05], [4.98, -2.34, -5.12], [3.56, -2.52, -4.73], [3.24, -3.31, -3.87], [1.50, -1.81, -5.08], [2.17, -0.14, -6.82], [6.35, -1.28, -6.34], [5.70, -2.96, -4.62], [-8.86, 1.32, 2.20], [-8.04, 1.12, 1.17], [-7.60, -0.24, 0.79], [-6.79, -0.42, -0.09], [-8.14, -1.38, 1.56], [-8.95, -1.19, 2.60], [-9.36, 0.17, 3.01], [-10.08, 0.36, 3.97], [-9.18, 2.30, 2.51], [-7.64, 1.94, 0.58], [-7.81, -2.37, 1.26], [-9.32, -2.01, 3.20], [8.38, -6.15, -8.26], [8.26, -5.45, -7.14], [7.02, -5.50, -6.33], [6.90, -4.87, -5.31], [5.91, -6.36, -6.83], [6.02, -7.05, -7.96], [7.27, -7.01, -8.76], [7.39, -7.64, -9.79], [9.27, -6.13, -8.87], [9.05, -4.82, -6.75], [5.01, -6.37, -6.22], [5.23, -7.68, -8.34], [1.63, 4.50, -2.56], [1.67, 5.57, -1.78], [0.53, 5.94, -0.90], [0.60, 6.91, -0.18], [-0.67, 5.07, -0.94], [-0.73, 4.00, -1.73], [0.42, 3.63, -2.59], [0.39, 2.64, -3.28], [2.45, 4.21, -3.20], [2.53, 6.22, -1.75], [-1.49, 5.36, -0.29], [-1.57, 3.31, -1.79], [-3.55, -2.63, 3.49], [-4.79, -2.98, 3.15], [-5.88, -3.04, 4.17], [-7.00, -3.38, 3.86], [-5.53, -2.69, 5.56], [-4.30, -2.32, 5.90], [-3.21, -2.28, 4.89], [-2.08, -1.95, 5.19], [-2.75, -2.58, 2.77], [-5.07, -3.22, 2.13], [-6.34, -2.73, 6.28], [-4.03, -2.02, 6.91], [6.65, 5.69, 0.54], [6.98, 6.51, 1.53], [5.99, 7.45, 2.12], [6.30, 8.20, 3.02], [4.61, 7.43, 1.56], [4.28, 6.61, 0.57], [5.28, 5.67, -0.02], [4.97, 4.93, -0.93], [7.35, 5.00, 0.09], [7.97, 6.55, 1.96], [3.90, 8.12, 2.00], [3.29, 6.57, 0.14], [-3.37, -0.07, 11.80], [-3.73, -0.04, 10.52], [-2.81, -0.54, 9.46], [-3.13, -0.52, 8.29], [-1.49, -1.07, 9.89], [-1.14, -1.10, 11.17], [-2.05, -0.60, 12.23], [-1.74, -0.63, 13.40], [-4.02, 0.29, 12.59], [-4.68, 0.34, 10.18], [-0.85, -1.43, 9.09], [-0.18, -1.48, 11.51], [8.81, 1.02, -2.70], [8.74, 1.69, -1.55], [7.52, 1.63, -0.71], [7.46, 2.23, 0.34], [6.38, 0.82, -1.20], [6.45, 0.15, -2.35], [7.67, 0.19, -3.19], [7.76, -0.43, -4.22], [9.69, 1.03, -3.34], [9.55, 2.29, -1.18], [5.50, 0.80, -0.57], [5.63, -0.46, -2.72], [-4.29, 0.90, 4.13], [-3.58, 1.91, 4.63], [-4.25, 3.07, 5.26], [-3.62, 3.99, 5.73], [-5.74, 3.07, 5.29], [-6.44, 2.06, 4.79], [-5.77, 0.89, 4.17], [-6.42, -0.04, 3.74], [-3.82, 0.05, 3.65], [-2.50, 1.93, 4.61], [-6.21, 3.94, 5.75], [-7.53, 2.03, 4.81]]}

{"formula": "C29H62Cl2O10", "method": "wB97M-V/def2-TZVPD", "mol_weight_g_mol": 641.71, "smiles": "C1CCOC1.C1CCOC1.C1CCOC1.C1CCOC1.C1CCOC1.C1CCOC1.ClCCl.OCCO.OCCO", "e_tot_ha": -2814.7467, "e_lumo_ha": 0.0116, "gap_ha": 0.3385, "symbols": ["C", "C", "C", "O", "C", "H", "H", "H", "H", "H", "H", "H", "H", "C", "C", "C", "O", "C", "H", "H", "H", "H", "H", "H", "H", "H", "C", "C", "C", "O", "C", "H", "H", "H", "H", "H", "H", "H", "H", "C", "C", "C", "O", "C", "H", "H", "H", "H", "H", "H", "H", "H", "C", "C", "C", "O", "C", "H", "H", "H", "H", "H", "H", "H", "H", "C", "C", "C", "O", "C", "H", "H", "H", "H", "H", "H", "H", "H", "Cl", "C", "Cl", "H", "H", "O", "C", "C", "O", "H", "H", "H", "H", "H", "H", "O", "C", "C", "O", "H", "H", "H", "H", "H", "H"], "positions_angstrom": [[-3.27, 5.14, -0.22], [-3.19, 3.63, -0.46], [-1.99, 3.21, 0.39], [-1.87, 4.22, 1.40], [-2.84, 5.25, 1.25], [-4.29, 5.46, -0.44], [-2.55, 5.64, -0.86], [-2.99, 3.29, -1.48], [-4.11, 3.10, -0.20], [-1.05, 3.31, -0.15], [-2.22, 2.24, 0.82], [-2.41, 6.23, 1.47], [-3.71, 5.17, 1.92], [-4.79, -0.18, -5.04], [-4.20, -0.37, -3.65], [-3.81, 1.08, -3.30], [-3.65, 1.78, -4.53], [-3.76, 0.81, -5.57], [-5.71, 0.38, -4.94], [-4.84, -1.09, -5.64], [-3.33, -1.03, -3.66], [-4.93, -0.82, -2.97], [-2.90, 1.00, -2.70], [-4.63, 1.55, -2.75], [-2.79, 0.32, -5.71], [-3.98, 1.28, -6.53], [0.12, -5.19, -2.41], [0.52, -3.96, -1.60], [2.06, -3.98, -1.62], [2.42, -4.81, -2.76], [1.41, -5.81, -2.91], [-0.46, -4.82, -3.25], [-0.37, -5.93, -1.77], [0.17, -3.87, -0.58], [0.24, -3.06, -2.16], [2.53, -4.55, -0.82], [2.51, -3.00, -1.72], [1.73, -6.68, -2.32], [1.36, -6.13, -3.94], [-0.82, 2.56, 3.97], [-2.14, 2.53, 4.73], [-1.85, 3.52, 5.86], [-0.98, 4.49, 5.31], [-0.26, 3.95, 4.20], [-0.95, 2.33, 2.91], [-0.13, 1.77, 4.29], [-2.27, 1.50, 5.06], [-2.95, 3.01, 4.18], [-1.41, 3.13, 6.79], [-2.79, 3.97, 6.19], [0.79, 3.94, 4.50], [-0.28, 4.57, 3.30], [-0.79, -0.68, -0.13], [0.62, -0.12, -0.33], [0.92, 0.53, 1.05], [0.12, -0.13, 1.99], [-1.07, -0.62, 1.39], [-0.74, -1.71, -0.49], [-1.60, -0.29, -0.75], [0.67, 0.68, -1.07], [1.29, -0.92, -0.62], [0.62, 1.59, 0.97], [1.99, 0.45, 1.24], [-1.87, 0.11, 1.56], [-1.20, -1.59, 1.87], [3.48, -3.82, 3.66], [2.45, -2.75, 3.27], [1.91, -3.23, 1.90], [2.77, -4.28, 1.45], [3.31, -4.92, 2.58], [3.29, -4.23, 4.65], [4.45, -3.36, 3.57], [2.98, -1.82, 3.07], [1.69, -2.68, 4.04], [1.96, -2.40, 1.19], [0.91, -3.63, 2.07], [4.33, -5.28, 2.40], [2.79, -5.85, 2.83], [-4.33, 0.03, 3.18], [-5.64, 1.18, 3.50], [-5.35, 2.76, 2.76], [-6.60, 0.79, 3.20], [-5.61, 1.46, 4.55], [3.49, 2.06, -5.10], [2.24, 1.66, -4.56], [2.26, 1.81, -3.04], [3.37, 1.03, -2.51], [3.34, 2.29, -6.02], [1.38, 2.21, -4.95], [2.04, 0.61, -4.79], [1.33, 1.37, -2.67], [2.41, 2.80, -2.63], [3.88, 0.75, -3.28], [4.19, -1.30, 0.38], [5.54, -1.31, 0.82], [6.49, -1.44, -0.35], [6.42, -0.30, -1.21], [4.12, -0.57, -0.26], [5.77, -0.37, 1.32], [5.67, -2.19, 1.45], [6.34, -2.37, -0.91], [7.55, -1.48, -0.05], [6.03, -0.59, -2.04]]}